Record 1
C26H50NP3SYb | wB97M-V/def2-TZVPD

Last column: Mulliken spin population.
Atoms and positions in Å:
Yb1 0.776 -2.327 -2.615  0.047
P1 -0.901 1.075 1.905  0.001
P2 2.284 1.949 1.073  0.002
P3 -1.192 -3.092 -0.733  0.003
H1 3.279 -3.304 -4.471  0.000
C1 2.437 -2.964 -3.871  0.000
C2 2.101 -1.527 -4.248  -0.004
H2 2.751 -1.225 -5.079  0.000
C3 -0.116 0.023 3.140  0.000
C4 -1.371 2.653 2.644  0.000
C5 -2.420 0.235 1.435  0.000
C6 3.550 2.401 -0.169  0.000
C7 1.938 3.597 1.801  0.000
C8 3.334 1.147 2.343  0.000
C9 -0.978 -4.476 -1.926  -0.002
C10 -2.975 -3.190 -0.425  0.004
C11 -0.512 -3.881 0.771  0.010
H3 1.601 -3.670 -4.112  0.001
H4 1.068 -1.364 -4.611  0.004
H5 -0.709 0.074 4.068  0.000
H6 0.909 0.354 3.347  0.000
H7 -0.098 -1.018 2.777  0.000
H8 -2.315 2.513 3.194  0.000
H9 -1.532 3.417 1.871  0.000
H10 -0.604 3.007 3.347  0.000
H11 -3.275 0.747 1.907  0.000
H12 -2.397 -0.812 1.774  0.000
H13 -2.569 0.245 0.349  0.003
H14 4.172 3.199 0.256  0.000
H15 3.078 2.758 -1.092  0.000
H16 4.165 1.527 -0.418  0.000
H17 1.724 3.501 2.872  0.000
H18 1.070 4.045 1.300  0.000
H19 2.813 4.239 1.647  0.000
H20 3.693 1.892 3.066  0.000
H21 4.183 0.660 1.846  0.000
H22 2.758 0.374 2.866  0.000
H23 -1.390 -5.365 -1.436  0.001
H24 0.079 -4.714 -2.168  0.000
H25 -1.554 -4.292 -2.846  0.000
H26 -3.253 -4.223 -0.186  0.001
H27 -3.522 -2.868 -1.317  0.000
H28 -3.243 -2.533 0.410  -0.001
H29 -0.944 -4.884 0.917  0.000
H30 -0.763 -3.238 1.629  0.000
H31 0.585 -3.957 0.696  -0.002
C12 3.434 -0.614 -1.943  -0.011
C13 2.749 -1.474 -1.089  0.069
C14 3.422 -2.025 -0.038  0.000
C15 4.826 -1.826 0.087  0.007
C16 5.533 -1.096 -0.866  -0.002
C17 4.846 -0.497 -1.918  0.012
S1 2.541 0.234 -3.169  0.006
H32 0.024 1.260 0.789  -0.002
H33 2.766 -3.100 -2.819  0.001
H34 2.894 -2.615 0.716  0.003
H35 5.361 -2.257 0.935  0.001
H36 6.610 -0.956 -0.773  0.000
H37 5.332 0.103 -2.691  0.001
C18 -3.142 1.248 -4.437  0.000
N1 -3.842 0.670 -3.258  -0.004
C19 -5.024 -0.135 -3.655  0.000
C20 -2.904 -0.103 -2.344  0.096
C21 -1.827 0.820 -1.880  -0.018
C22 -2.225 2.101 -1.388  0.063
C23 -1.280 3.099 -1.177  -0.035
C24 0.067 2.791 -1.364  0.040
C25 0.439 1.455 -1.629  0.239
C26 -0.486 0.491 -1.934  0.396
H38 -2.636 0.439 -4.974  0.001
H39 -2.423 1.998 -4.103  -0.001
H40 -3.900 1.712 -5.074  0.000
H41 -4.205 1.464 -2.707  0.000
H42 -4.690 -1.011 -4.222  0.000
H43 -5.552 -0.443 -2.746  0.000
H44 -5.673 0.499 -4.270  0.000
H45 -3.535 -0.477 -1.525  -0.003
H46 -2.520 -0.961 -2.911  -0.015
H47 -3.284 2.314 -1.199  0.002
H48 -1.587 4.099 -0.881  0.003
H49 0.837 3.564 -1.302  0.007
H50 1.519 1.234 -1.575  0.076

## Properties
Kohn-Sham gap (alpha / beta)	7.05 / 4.65	eV
total charge	+3
strongest force on any atom	5.06	eV Å⁻¹
multiplicity	2

Record 2
C26H50OP2ReSi | wB97M-V/def2-TZVPD

Last column: Mulliken spin population.
Atoms and positions in Å:
Re1 -0.382 -0.651 2.016  1.826
C1 1.573 -1.357 2.309  -0.108
C2 1.379 -0.212 3.157  0.103
C3 -0.218 -1.795 3.760  -0.135
C4 0.596 -2.346 2.697  0.058
C5 0.263 -0.461 4.012  0.234
C6 2.736 -1.606 1.379  -0.002
H1 3.583 -0.945 1.618  -0.002
H2 2.460 -1.434 0.328  0.007
H3 3.097 -2.647 1.449  0.002
C7 0.723 -3.778 2.324  0.026
H4 1.772 -4.034 2.111  0.000
H5 0.161 -4.045 1.415  -0.002
H6 0.428 -4.453 3.142  0.000
C8 -1.307 -2.553 4.469  -0.006
H7 -0.941 -3.552 4.765  0.000
H8 -2.192 -2.740 3.829  -0.005
H9 -1.592 -1.997 5.373  0.001
C9 -0.408 0.548 4.854  -0.082
H10 -0.739 0.123 5.801  0.008
H11 -1.311 0.883 4.349  0.000
H12 0.233 1.412 5.027  0.000
C10 2.266 0.989 3.200  -0.012
H13 2.874 1.065 4.112  0.002
H14 1.665 1.894 3.162  0.002
H15 2.950 0.994 2.345  -0.003
C11 1.969 -1.140 -2.904  0.040
C12 2.973 -0.503 -2.280  0.004
C13 3.049 0.964 -2.058  0.040
C14 1.765 1.605 -1.443  0.015
C15 0.481 1.009 -1.904  0.529
C16 -0.205 1.244 -3.101  -0.119
C17 0.253 0.463 -4.315  0.060
C18 1.315 -0.713 -4.169  -0.020
H16 3.319 1.543 -2.948  -0.005
H17 1.902 2.708 -1.616  -0.019
H18 3.837 1.095 -1.317  0.003
H19 2.094 -0.454 -4.894  -0.003
H20 1.657 -2.149 -2.624  0.008
H21 3.775 -1.110 -1.839  -0.003
H22 0.834 -1.626 -4.577  -0.004
H23 -0.676 0.025 -4.732  0.004
H24 -1.309 1.435 -3.064  0.026
H25 0.656 1.174 -5.067  -0.008
H26 1.873 1.492 -0.336  0.037
H27 0.234 0.086 -1.327  0.001
P1 -0.007 3.523 -2.239  0.064
C19 -0.686 4.185 -3.846  0.003
C20 0.953 5.039 -1.880  0.004
P2 -0.803 1.545 0.108  0.065
C21 -1.159 3.265 -0.890  0.040
C22 -0.149 2.327 1.598  0.206
C23 -2.585 1.323 0.345  0.037
H28 -1.780 4.168 -3.934  -0.001
H29 -0.218 3.596 -4.653  0.003
H30 -0.340 5.218 -3.984  0.000
H31 0.606 5.842 -2.542  0.002
H32 2.003 4.867 -2.136  0.002
H33 0.860 5.377 -0.847  -0.001
H34 -3.159 1.808 -0.452  0.009
H35 -2.842 1.674 1.350  0.009
H36 -2.738 0.252 0.234  -0.024
H37 -2.172 3.195 -1.334  0.007
H38 -1.099 4.095 -0.148  -0.002
H39 -0.726 1.871 2.419  -0.032
H40 -0.160 3.423 1.614  0.001
H41 0.886 1.953 1.542  -0.041
C24 -3.990 -2.379 -0.836  0.000
Si1 -2.207 -2.540 -0.258  -0.004
C25 -2.280 -3.983 0.948  0.005
C26 -1.195 -3.097 -1.727  -0.007
O1 -1.520 -1.244 0.461  0.155
H42 -4.296 -3.387 -1.168  0.000
H43 -4.137 -1.680 -1.672  0.000
H44 -4.669 -2.084 -0.026  0.000
H45 -3.205 -4.544 0.774  0.000
H46 -1.446 -4.659 0.748  0.002
H47 -2.270 -3.669 1.997  0.001
H48 -0.762 -2.279 -2.322  0.000
H49 -0.373 -3.723 -1.344  0.000
H50 -1.801 -3.728 -2.391  0.000

## Properties
Kohn-Sham gap (alpha / beta)	5.79 / 6.72	eV
total charge	+2
strongest force on any atom	7.83	eV Å⁻¹
energy relative to the best compared isomer or geometry (same formula, charge and spin)	604.07	kJ/mol
multiplicity	4

Record 3
C26H51BBr2O14Si | wB97M-V/def2-TZVPD

Last column: Löwdin charge in e.
Atoms and positions in Å:
C1 -1.781 3.800 -4.285  -0.142
C2 -1.991 2.322 -4.545  -0.701
Br1 -3.091 2.246 -6.199  0.663
C3 -2.762 1.584 -3.409  -0.585
Br2 -3.400 -0.162 -4.038  0.782
C4 -1.936 1.515 -2.067  -0.369
C5 -2.446 2.654 -1.211  0.012
B1 -3.678 2.252 -0.279  -0.651
O1 -3.511 1.750 0.956  0.195
O2 -4.990 2.460 -0.726  0.123
O3 -0.553 1.803 -2.454  0.060
C6 0.021 0.639 -2.799  -0.624
O4 0.993 0.483 -3.383  0.224
O5 -0.757 -0.400 -2.369  0.043
C7 -1.669 0.192 -1.409  -0.472
O6 -2.791 -0.590 -1.120  -0.024
Si1 -0.611 0.139 0.266  0.683
C8 0.203 1.784 0.710  -0.145
C9 -1.577 -0.548 1.731  -0.144
C10 0.777 -1.103 -0.026  -0.144
H1 -0.950 4.117 -4.907  0.085
H2 -2.618 4.397 -4.607  0.059
H3 -1.486 4.022 -3.271  0.067
H4 -1.090 1.800 -4.808  0.078
H5 -3.647 2.169 -3.219  0.079
H6 -1.684 3.060 -0.556  0.111
H7 -2.790 3.488 -1.801  0.105
H8 -4.367 1.417 1.262  0.131
H9 -5.125 1.846 -1.465  0.117
H10 -2.447 -1.475 -0.935  0.114
H11 0.584 2.349 -0.135  0.032
H12 -0.522 2.431 1.207  0.032
H13 0.996 1.630 1.427  0.023
H14 -2.205 0.182 2.223  0.016
H15 -2.105 -1.451 1.441  0.034
H16 -0.836 -0.862 2.461  0.039
H17 1.492 -0.744 -0.753  0.031
H18 0.397 -2.079 -0.295  0.009
H19 1.321 -1.158 0.912  0.042
C11 5.042 2.297 -2.708  -0.060
C12 3.655 2.575 -2.168  -0.231
O7 3.257 1.597 -1.205  -0.006
C13 3.564 1.653 0.104  -0.522
C14 4.605 2.634 0.588  0.021
O8 3.038 0.867 0.844  0.083
H20 5.798 2.350 -1.923  0.067
H21 5.301 3.017 -3.484  0.082
H22 5.086 1.293 -3.131  0.086
H23 3.562 3.582 -1.758  0.116
H24 2.927 2.497 -2.974  0.116
H25 5.573 2.136 0.617  0.095
H26 4.337 2.947 1.594  0.092
H27 4.681 3.536 -0.016  0.071
C15 -7.159 3.318 1.266  -0.067
C16 -8.433 3.908 0.698  -0.228
O9 -9.420 2.903 0.454  0.000
C17 -10.276 2.455 1.395  -0.528
C18 -10.033 2.810 2.845  0.008
O10 -11.175 1.730 1.070  0.108
H28 -7.334 2.851 2.237  0.072
H29 -6.399 4.090 1.386  0.089
H30 -6.774 2.551 0.605  0.056
H31 -8.839 4.706 1.323  0.112
H32 -8.224 4.352 -0.275  0.124
H33 -9.458 2.011 3.312  0.095
H34 -10.997 2.889 3.341  0.090
H35 -9.521 3.758 2.992  0.067
C19 3.546 -6.502 1.364  -0.073
C20 2.082 -6.887 1.380  -0.231
O11 1.271 -5.821 1.888  0.002
C21 0.817 -4.809 1.127  -0.522
C22 1.385 -4.615 -0.261  0.006
O12 0.019 -4.039 1.592  0.093
H36 3.729 -5.658 0.701  0.058
H37 4.165 -7.335 1.032  0.086
H38 3.871 -6.203 2.360  0.086
H39 1.726 -7.214 0.402  0.112
H40 1.927 -7.721 2.062  0.121
H41 2.213 -3.910 -0.211  0.095
H42 0.604 -4.202 -0.893  0.083
H43 1.715 -5.535 -0.738  0.072
C23 6.500 -2.320 3.840  -0.063
C24 7.454 -3.454 3.523  -0.236
O13 6.824 -4.470 2.738  0.000
C25 6.732 -4.424 1.394  -0.519
C26 7.057 -3.137 0.672  0.015
O14 6.327 -5.389 0.805  0.098
H44 6.165 -1.811 2.936  0.067
H45 6.981 -1.587 4.488  0.081
H46 5.612 -2.703 4.341  0.085
H47 8.370 -3.106 3.043  0.112
H48 7.754 -3.946 4.446  0.122
H49 6.137 -2.571 0.529  0.095
H50 7.473 -3.389 -0.301  0.091
H51 7.789 -2.514 1.180  0.068

## Properties
Kohn-Sham gap	9.40	eV
SMILES string	C[C@H](Br)[C@@H](Br)[C@]1(CB(O)O)OC(=O)O[C@@]1(O)[Si](C)(C)C.CCOC(C)=O.CCOC(C)=O.CCOC(C)=O.CCOC(C)=O
total charge	0
strongest force on any atom	4.56	eV Å⁻¹
multiplicity	1